{"formula": "C3H7NO2S", "method": "wB97M-V/def2-TZVPD", "total_charge": 0, "spin_multiplicity": 3, "gap_ev": [7.66, 8.80], "e_homo_ev": [-6.8, -9.3], "relative_energy_kcal_mol": 120.0, "species": ["C", "C", "C", "N", "O", "O", "S", "H", "H", "H", "H", "H", "H", "H"], "positions_angstrom": [[-0.144, -1.129, -0.548], [-0.298, -0.177, 0.501], [-2.372, 0.650, -0.383], [3.179, -0.393, 0.832], [0.424, 0.036, -0.792], [-1.381, 0.653, 0.676], [2.522, 0.525, -0.263], [0.360, -2.011, -0.445], [0.475, -0.208, 1.234], [-2.213, 1.240, -1.341], [-3.160, 1.088, 0.050], [-2.769, -0.427, -0.489], [3.711, -1.159, 0.419], [1.665, 1.312, 0.550]]}

---

{"formula": "C19H10BrCl64N2", "method": "wB97M-V/def2-TZVPD", "total_charge": 1, "gap_ev": 8.71, "e_homo_ev": -11.9, "species": ["C", "C", "C", "Br", "N", "N", "H", "H", "H", "H", "H", "H", "H", "H", "H", "H", "C", "Cl", "Cl", "Cl", "Cl", "C", "Cl", "Cl", "Cl", "Cl", "C", "Cl", "Cl", "Cl", "Cl", "C", "Cl", "Cl", "Cl", "Cl", "C", "Cl", "Cl", "Cl", "Cl", "C", "Cl", "Cl", "Cl", "Cl", "C", "Cl", "Cl", "Cl", "Cl", "C", "Cl", "Cl", "Cl", "Cl", "C", "Cl", "Cl", "Cl", "Cl", "C", "Cl", "Cl", "Cl", "Cl", "C", "Cl", "Cl", "Cl", "Cl", "C", "Cl", "Cl", "Cl", "Cl", "C", "Cl", "Cl", "Cl", "Cl", "C", "Cl", "Cl", "Cl", "Cl", "C", "Cl", "Cl", "Cl", "Cl", "C", "Cl", "Cl", "Cl", "Cl"], "positions_angstrom": [[2.026, 0.298, -0.492], [2.599, -0.639, 0.674], [3.251, -1.936, 0.107], [2.331, -3.579, 0.782], [4.733, -2.138, 0.321], [5.340, -1.457, 1.398], [1.867, -0.258, -1.447], [2.730, 1.158, -0.602], [1.019, 0.711, -0.183], [3.227, 0.018, 1.315], [1.713, -0.935, 1.296], [3.073, -1.962, -1.001], [5.244, -1.987, -0.562], [4.864, -3.148, 0.518], [4.785, -1.507, 2.251], [5.500, -0.479, 1.122], [4.394, -6.278, -2.237], [3.846, -5.868, -3.867], [4.607, -4.779, -1.297], [3.185, -7.300, -1.436], [5.938, -7.149, -2.319], [0.724, -8.461, -5.319], [-0.859, -9.169, -4.950], [0.524, -7.130, -6.474], [1.459, -7.839, -3.827], [1.777, -9.702, -6.023], [-2.449, 0.488, -1.156], [-3.280, 1.223, 0.224], [-1.712, 1.761, -2.148], [-1.180, -0.605, -0.563], [-3.610, -0.429, -2.133], [-2.186, 4.410, 2.432], [-3.762, 3.682, 2.798], [-2.412, 5.723, 1.265], [-1.477, 5.059, 3.920], [-1.110, 3.165, 1.749], [-2.363, 5.964, 8.027], [-3.828, 6.323, 7.103], [-2.265, 7.032, 9.461], [-2.415, 4.273, 8.555], [-0.955, 6.211, 6.982], [1.903, 6.568, 0.125], [1.959, 6.550, -1.647], [3.522, 6.230, 0.771], [1.366, 8.162, 0.684], [0.768, 5.330, 0.693], [1.829, -9.612, 1.725], [1.268, -9.219, 0.088], [2.050, -8.112, 2.647], [0.626, -10.631, 2.531], [3.372, -10.479, 1.628], [-2.736, -5.120, -8.175], [-4.231, -4.679, -9.017], [-2.535, -4.088, -6.746], [-2.818, -6.817, -7.669], [-1.354, -4.896, -9.264], [-5.157, 8.641, 2.580], [-3.726, 9.117, 1.641], [-4.633, 7.980, 4.138], [-6.188, 10.058, 2.850], [-6.069, 7.405, 1.694], [0.549, 10.278, 8.076], [0.701, 10.343, 6.309], [2.134, 9.927, 8.791], [-0.022, 11.843, 8.677], [-0.594, 8.988, 8.522], [7.994, 0.635, 3.313], [6.488, 1.043, 2.454], [8.158, 1.682, 4.729], [7.936, -1.060, 3.830], [9.372, 0.878, 2.229], [-3.809, 6.746, -2.371], [-5.251, 7.048, -3.357], [-3.815, 7.830, -0.966], [-3.815, 5.060, -1.817], [-2.355, 7.043, -3.343], [-4.695, 10.640, 8.022], [-5.037, 10.657, 6.278], [-3.888, 9.114, 8.442], [-3.642, 12.003, 8.426], [-6.213, 10.782, 8.928], [-6.896, -2.782, -2.673], [-8.414, -1.919, -2.973], [-7.086, -4.487, -3.118], [-5.603, -2.058, -3.650], [-6.475, -2.661, -0.955], [6.445, -7.256, -7.228], [6.603, -5.598, -7.837], [6.469, -7.237, -5.454], [4.910, -7.947, -7.785], [7.791, -8.239, -7.829], [-4.411, -11.291, -6.243], [-3.700, -9.760, -6.789], [-4.793, -12.299, -7.650], [-3.252, -12.140, -5.203], [-5.894, -10.961, -5.331]]}

---

{"formula": "C45H54N16O2RbS", "method": "wB97M-V/def2-TZVPD", "total_charge": 1, "gap_ev": 8.11, "e_homo_ev": -10.0, "relative_energy_kcal_mol": 24.9, "species": ["Rb", "N", "C", "N", "C", "N", "N", "C", "C", "C", "C", "C", "C", "N", "C", "C", "C", "C", "C", "C", "H", "H", "H", "H", "H", "H", "H", "H", "H", "H", "H", "C", "N", "C", "N", "C", "N", "C", "C", "C", "C", "C", "C", "C", "N", "N", "C", "O", "C", "C", "C", "C", "C", "C", "N", "C", "N", "C", "N", "C", "H", "H", "H", "H", "H", "H", "H", "H", "H", "H", "H", "H", "H", "H", "H", "H", "C", "C", "C", "S", "O", "C", "C", "C", "H", "H", "H", "H", "H", "H", "H", "H", "H", "H", "H", "H", "H", "H", "C", "N", "C", "C", "N", "N", "C", "C", "H", "H", "H", "H", "H", "H", "H", "H", "H", "H", "H", "H", "H"], "positions_angstrom": [[1.712, -0.176, 1.206], [-0.407, 0.932, 5.653], [0.208, 0.431, 4.564], [1.178, 0.985, 3.928], [1.641, 2.235, 4.372], [2.493, 2.926, 3.724], [2.927, 2.611, 2.491], [4.140, 2.301, 2.295], [4.680, 2.196, 0.920], [6.018, 2.506, 0.697], [6.524, 2.407, -0.587], [5.682, 1.992, -1.606], [4.360, 1.712, -1.292], [3.861, 1.812, -0.063], [1.129, 2.761, 5.650], [1.668, 3.883, 6.276], [1.169, 4.316, 7.488], [0.118, 3.631, 8.095], [-0.426, 2.514, 7.493], [0.087, 2.080, 6.275], [-1.160, 0.423, 6.085], [-0.173, -0.524, 4.212], [4.840, 2.149, 3.119], [6.640, 2.830, 1.521], [7.559, 2.650, -0.791], [6.038, 1.874, -2.620], [3.661, 1.386, -2.055], [2.482, 4.401, 5.788], [1.601, 5.181, 7.973], [-0.272, 3.969, 9.046], [-1.238, 1.973, 7.963], [-1.830, 4.977, 0.205], [-1.502, 3.715, 0.827], [-0.530, 2.865, 0.481], [-0.654, 1.735, 1.148], [-1.743, 1.970, 1.931], [-2.303, 3.144, 1.748], [-2.545, 4.784, -1.116], [-2.768, 5.879, -1.944], [-3.340, 5.711, -3.195], [-3.691, 4.447, -3.642], [-3.491, 3.353, -2.809], [-2.932, 3.524, -1.544], [-3.836, 2.010, -3.271], [-4.005, 1.596, -4.479], [-4.291, 0.245, -4.400], [-4.257, -0.069, -3.151], [-3.973, 1.004, -2.366], [-4.519, -1.367, -2.533], [-4.561, -2.511, -3.327], [-4.828, -3.735, -2.742], [-5.069, -3.824, -1.377], [-5.049, -2.687, -0.581], [-5.377, -2.777, 0.890], [-4.222, -2.595, 1.763], [-3.519, -1.489, 2.045], [-2.545, -1.769, 2.889], [-2.714, -3.100, 3.102], [-3.713, -3.640, 2.442], [-4.765, -1.458, -1.167], [-0.900, 5.520, 0.032], [-2.432, 5.545, 0.912], [0.238, 3.096, -0.243], [-2.138, 1.256, 2.637], [-2.474, 6.870, -1.616], [-3.502, 6.570, -3.831], [-4.123, 4.296, -4.622], [-2.777, 2.655, -0.918], [-4.391, -2.422, -4.391], [-4.857, -4.628, -3.351], [-5.286, -4.787, -0.931], [-5.774, -3.758, 1.133], [-6.129, -2.030, 1.150], [-3.731, -0.515, 1.635], [-2.091, -3.680, 3.763], [-4.763, -0.553, -0.571], [2.068, -5.562, 3.708], [2.246, -5.982, 2.252], [3.016, -4.949, 1.436], [2.053, -3.406, 1.222], [2.901, -2.286, 1.747], [2.205, -3.321, -0.587], [1.184, -4.254, -1.249], [-0.106, -3.528, -1.627], [1.471, -6.289, 4.256], [1.571, -4.591, 3.783], [3.037, -5.478, 4.204], [1.271, -6.151, 1.789], [2.782, -6.932, 2.205], [3.286, -5.336, 0.455], [3.914, -4.605, 1.952], [3.240, -3.577, -0.811], [2.040, -2.277, -0.869], [0.942, -5.080, -0.572], [1.630, -4.706, -2.137], [-0.529, -3.019, -0.756], [-0.853, -4.224, -2.008], [0.093, -2.780, -2.395], [3.435, 0.146, -5.189], [2.783, -0.771, -4.261], [3.706, -1.555, -3.459], [1.638, -0.327, -3.615], [1.555, -0.381, -2.330], [0.656, 0.165, -4.452], [-0.482, 0.843, -3.864], [0.381, -0.457, -5.740], [4.090, 0.851, -4.662], [2.698, 0.719, -5.744], [4.037, -0.421, -5.898], [4.521, -1.882, -4.103], [3.194, -2.436, -3.075], [4.120, -0.996, -2.614], [0.611, -0.143, -2.042], [-1.213, 0.147, -3.431], [-0.986, 1.418, -4.640], [-0.150, 1.537, -3.091], [1.213, -1.087, -6.038], [0.217, 0.305, -6.503], [-0.519, -1.078, -5.680]]}

---

{"formula": "C19H21BrNPtS4", "method": "wB97M-V/def2-TZVPD", "total_charge": 3, "spin_multiplicity": 5, "gap_ev": [8.32, 3.30], "e_homo_ev": [-16.6, -16.7], "species": ["Pt", "C", "C", "S", "C", "C", "S", "C", "C", "S", "H", "H", "H", "H", "H", "H", "H", "H", "H", "H", "H", "H", "Br", "C", "C", "C", "C", "C", "C", "H", "H", "H", "H", "S", "C", "N", "C", "C", "C", "C", "C", "C", "H", "H", "H", "H", "H"], "positions_angstrom": [[0.235, -0.016, -0.020], [-2.104, 0.006, 3.407], [-0.672, -0.498, 3.682], [0.573, -0.599, 2.348], [0.668, -2.382, 2.017], [-0.580, -2.980, 1.391], [-1.039, -2.171, -0.178], [-2.830, -1.961, 0.012], [-3.236, -0.807, 0.932], [-3.183, -1.222, 2.668], [-2.129, 0.910, 2.799], [-2.562, 0.212, 4.379], [-0.678, -1.468, 4.182], [-0.243, 0.214, 4.390], [0.916, -2.896, 2.948], [1.532, -2.484, 1.357], [-1.436, -2.932, 2.073], [-0.421, -4.040, 1.185], [-3.248, -2.924, 0.312], [-3.213, -1.751, -0.987], [-4.289, -0.549, 0.742], [-2.621, 0.077, 0.761], [-2.779, 5.701, -1.358], [-2.010, 4.105, -0.954], [-1.614, 3.828, 0.383], [-1.016, 2.636, 0.674], [-0.799, 1.654, -0.335], [-1.180, 1.963, -1.674], [-1.782, 3.150, -1.979], [-1.775, 4.582, 1.143], [-0.668, 2.453, 1.684], [-0.986, 1.253, -2.470], [-2.080, 3.386, -2.993], [4.837, 0.408, -0.350], [3.333, 0.267, 0.386], [2.334, -0.105, -0.393], [2.777, -0.295, -1.710], [1.999, -0.702, -2.795], [2.615, -0.840, -4.020], [3.989, -0.590, -4.173], [4.769, -0.204, -3.105], [4.141, -0.056, -1.867], [3.202, 0.488, 1.436], [0.943, -0.930, -2.681], [2.040, -1.158, -4.879], [4.443, -0.712, -5.146], [5.829, -0.023, -3.224]]}

---

{"formula": "CH2Cl2O3S", "method": "wB97M-V/def2-TZVPD", "total_charge": 0, "gap_ev": 9.25, "e_homo_ev": -10.3, "relative_energy_kcal_mol": 17.3, "species": ["C", "O", "O", "O", "S", "Cl", "Cl", "H", "H"], "positions_angstrom": [[0.944, -0.986, -0.041], [-0.583, 0.632, -1.724], [0.159, 1.782, 0.264], [-1.780, 0.310, 0.349], [-0.433, 0.620, -0.321], [2.323, -0.300, -0.713], [-1.879, 0.731, 1.966], [0.371, -1.553, -0.772], [0.878, -1.237, 0.993]]}

---

{"formula": "C23H23CoN3O9", "method": "wB97M-V/def2-TZVPD", "total_charge": -2, "spin_multiplicity": 2, "gap_ev": [6.21, 6.18], "e_homo_ev": [-1.6, -1.6], "relative_energy_kcal_mol": 14.3, "species": ["Co", "C", "C", "O", "C", "C", "C", "N", "N", "C", "O", "C", "C", "C", "C", "C", "C", "H", "H", "H", "H", "H", "H", "H", "H", "H", "H", "H", "H", "C", "C", "C", "O", "C", "O", "O", "H", "H", "H", "H", "H", "H", "H", "O", "C", "C", "C", "C", "C", "C", "C", "O", "N", "O", "O", "H", "H", "H", "H"], "positions_angstrom": [[0.388, 1.215, -0.410], [3.261, 2.752, 2.232], [2.775, 1.977, 1.015], [1.676, 2.353, 0.512], [3.566, 0.943, 0.537], [3.174, 0.081, -0.518], [4.065, -1.075, -0.894], [2.035, 0.226, -1.132], [1.747, -0.693, -2.113], [0.472, -0.723, -2.373], [-0.416, 0.014, -1.804], [0.022, -1.662, -3.431], [-1.272, -1.557, -3.937], [-1.723, -2.437, -4.908], [-0.890, -3.444, -5.379], [0.401, -3.554, -4.878], [0.857, -2.672, -3.912], [2.473, 3.426, 2.562], [4.154, 3.334, 1.991], [3.507, 2.063, 3.041], [4.497, 0.728, 1.047], [4.995, -1.045, -0.325], [4.278, -1.057, -1.963], [3.543, -2.011, -0.687], [-1.908, -0.776, -3.542], [-2.730, -2.343, -5.300], [-1.250, -4.141, -6.128], [1.051, -4.341, -5.246], [1.857, -2.740, -3.506], [-4.021, 1.482, -2.156], [-3.279, 1.630, -0.819], [-4.252, 2.037, 0.281], [-2.744, 0.380, -0.447], [-2.240, 2.788, -1.044], [-2.747, 3.900, -1.260], [-1.000, 2.529, -1.088], [-4.747, 0.667, -2.085], [-3.300, 1.243, -2.941], [-4.532, 2.411, -2.410], [-5.095, 1.340, 0.312], [-4.611, 3.046, 0.090], [-3.735, 2.006, 1.242], [-1.987, 0.182, -1.023], [-0.772, 2.062, 1.602], [-0.706, 1.629, 2.726], [-0.137, 0.366, 3.154], [-0.157, 0.076, 4.504], [0.383, -1.103, 5.008], [0.996, -2.018, 4.116], [1.029, -1.763, 2.786], [0.438, -0.575, 2.207], [0.448, -0.429, 0.970], [0.322, -1.383, 6.385], [0.807, -2.433, 6.806], [-0.201, -0.571, 7.148], [-1.104, 2.249, 3.563], [-0.598, 0.781, 5.199], [1.438, -2.915, 4.529], [1.495, -2.452, 2.093]]}

---

{"formula": "C4H12NOPS", "method": "wB97M-V/def2-TZVPD", "total_charge": 0, "gap_ev": 9.36, "e_homo_ev": -8.7, "smiles": "CC(C)(C)[P@](N)(O)=S", "relative_energy_kcal_mol": 0.0, "species": ["C", "C", "C", "C", "P", "N", "O", "S", "H", "H", "H", "H", "H", "H", "H", "H", "H", "H", "H", "H"], "positions_angstrom": [[1.482, 0.813, 0.280], [0.403, -0.334, 0.091], [0.495, -1.274, 1.255], [0.647, -1.122, -1.188], [-1.287, 0.337, -0.105], [-1.343, 1.403, -1.425], [-1.513, 1.483, 1.274], [-2.706, -1.002, -0.089], [1.726, 1.442, -0.597], [1.133, 1.435, 1.077], [2.346, 0.219, 0.524], [-0.220, -2.247, 1.291], [0.098, -0.502, 2.117], [1.519, -1.683, 1.338], [1.172, -2.105, -1.053], [-0.353, -1.353, -1.631], [1.116, -0.368, -1.939], [-2.210, 1.900, -1.634], [-0.442, 1.746, -1.652], [-2.062, 1.211, 2.066]]}

---

{"formula": "C14H25MoN4O4S3", "method": "wB97M-V/def2-TZVPD", "total_charge": 1, "gap_ev": 8.77, "e_homo_ev": -11.3, "relative_energy_kcal_mol": 0.0, "species": ["Mo", "C", "C", "N", "C", "C", "S", "C", "C", "N", "H", "H", "H", "H", "H", "H", "H", "H", "H", "H", "H", "H", "H", "H", "C", "C", "C", "C", "C", "H", "H", "H", "H", "H", "S", "C", "N", "C", "C", "N", "H", "H", "H", "H", "H", "H", "O", "S", "O", "O", "O"], "positions_angstrom": [[-0.884, -0.353, -0.558], [0.700, 1.568, -2.654], [-0.788, 1.707, -2.876], [-1.461, 1.645, -1.562], [-1.387, 2.913, -0.802], [-1.350, 2.643, 0.686], [-0.146, 1.347, 1.078], [1.395, 2.007, 0.347], [1.997, 1.031, -0.651], [0.986, 0.523, -1.618], [1.126, 2.508, -2.303], [1.209, 1.321, -3.585], [-1.179, 0.885, -3.468], [-1.019, 2.643, -3.389], [-2.453, 1.477, -1.765], [-2.251, 3.535, -1.045], [-0.504, 3.467, -1.117], [-2.299, 2.233, 1.035], [-1.120, 3.539, 1.261], [2.097, 2.154, 1.167], [1.182, 2.976, -0.099], [2.437, 0.191, -0.122], [2.808, 1.531, -1.189], [1.402, -0.266, -2.098], [0.600, -1.571, 0.586], [0.373, -2.248, -0.652], [-0.958, -2.726, -0.640], [-1.562, -2.339, 0.566], [-0.623, -1.609, 1.327], [1.540, -1.208, 0.968], [1.097, -2.433, -1.430], [-1.467, -3.207, -1.458], [-2.603, -2.479, 0.808], [-0.778, -1.199, 2.311], [2.779, 0.072, 2.853], [4.096, -0.042, 3.884], [4.096, 0.290, 5.184], [5.439, 0.242, 5.758], [6.155, -0.670, 4.754], [5.328, -0.482, 3.563], [3.329, 0.806, 5.578], [5.430, -0.170, 6.764], [5.885, 1.239, 5.782], [6.135, -1.713, 5.078], [7.184, -0.369, 4.578], [5.464, -0.993, 2.708], [-1.981, -0.834, -2.242], [-3.402, -0.644, -1.622], [-4.042, 0.461, -2.285], [-2.904, -0.150, -0.224], [-4.090, -1.886, -1.517]]}